# 1
The following is a DFT calculation (the ωB97M-V functional and the def2-TZVPD basis) of a molecular structure, C20H26CdNO7S.

Summary:
energy above the lowest of the compared OMol25 structures with the same formula, charge and spin = 2.9 kJ/mol
spin multiplicity = 1
HOMO energy = -11.75 eV
LUMO level = -2.306 eV
HOMO-LUMO gap = 9.4 eV
total charge = +1

CARTESIAN COORDINATES (ANGSTROEM)
Cd: -0.15092 1.00310 0.68860
O: -1.80886 5.13096 0.04195
C: -1.10140 4.05400 0.34408
O: -1.60283 2.95744 0.49504
C: 0.37018 4.35034 0.44108
O: 1.01334 3.32836 1.16051
C: 2.28965 2.98565 0.61456
C: 2.17809 2.12007 -0.65424
O: 3.20162 1.82470 -1.23340
O: 0.97563 1.75776 -0.97845
H: -2.74134 4.87726 -0.04607
H: 0.73553 4.41900 -0.58928
H: 0.51223 5.32133 0.92175
H: 2.87458 3.88001 0.39390
H: 2.81463 2.42232 1.38483
O: 0.82501 0.87769 2.82345
C: 1.72028 -0.14986 3.29872
C: 0.99181 -1.42749 3.66879
C: 0.08544 -1.96665 2.55103
C: 0.81827 -2.16024 1.25231
C: 1.43134 -3.36815 0.95445
C: 2.16546 -3.49593 -0.21401
C: 2.26997 -2.40410 -1.05840
C: 1.62181 -1.23373 -0.71015
N: 0.90600 -1.10991 0.41732
H: 0.41030 1.33694 3.56091
H: 2.28607 0.24276 4.14362
H: 2.41776 -0.31960 2.47931
H: 0.38552 -1.26723 4.56340
H: 1.74978 -2.17106 3.93030
H: -0.74698 -1.27948 2.40342
H: -0.33237 -2.92150 2.87241
H: 1.33583 -4.19677 1.64359
H: 2.65328 -4.43151 -0.45403
H: 2.84833 -2.44566 -1.97034
H: 1.67736 -0.35279 -1.33796
C: 0.13771 -1.49337 -4.50362
C: -0.71048 -1.29270 -3.28179
C: -1.04374 -0.00863 -2.85236
C: -1.79727 0.18472 -1.70807
C: -2.20241 -0.92155 -0.96762
C: -1.87748 -2.20977 -1.37074
C: -1.14594 -2.38535 -2.53428
S: -3.00077 -0.72897 0.60055
C: -4.43091 0.23369 0.13391
O: -2.14647 0.25134 1.40294
H: 0.12947 -0.61173 -5.14147
H: -0.20479 -2.34844 -5.08525
H: 1.17479 -1.68302 -4.21718
H: -0.69639 0.84956 -3.41264
H: -2.05664 1.19066 -1.39473
H: -2.18402 -3.06192 -0.77673
H: -0.89308 -3.38730 -2.85903
H: -4.11268 1.15509 -0.34843
H: -4.97813 0.45126 1.04897
H: -5.04115 -0.37161 -0.53544

Here are the natural (NBO) charges for atoms 1 to 6, given in e: 1.7553 -0.6385 0.8103 -0.6749 -0.1840 -0.5544

***

# 2
The following is a DFT calculation (the ωB97M-V functional and the def2-TZVPD basis) of C20H26ClN3OS in the gas phase in a non-equilibrium geometry.

Summary:
spin multiplicity = 1
SMILES string = Cc1cc(NC(=S)N(CCN2CCCCC2)Cc2ccco2)ccc1Cl
HOMO energy = -7.89 eV
LUMO level = 0.594 eV
HOMO-LUMO gap = 8.5 eV

CARTESIAN COORDINATES (ANGSTROEM)
C: -4.69489 2.20491 0.74357
C: -4.19534 1.01368 -0.01052
C: -2.85860 0.87883 -0.34297
C: -2.37981 -0.23084 -1.04010
N: -1.02263 -0.24940 -1.35445
C: -0.18527 -1.31490 -1.49813
S: -0.64416 -2.87552 -1.20425
N: 1.06588 -1.01143 -1.94487
C: 2.17742 -1.86847 -1.61061
C: 2.92125 -1.36322 -0.35795
N: 1.98034 -0.99833 0.68068
C: 1.48990 -2.13731 1.43787
C: 0.29506 -1.71779 2.28712
C: 0.69089 -0.59195 3.23507
C: 1.30537 0.54593 2.42805
C: 2.46742 0.02110 1.58927
C: 1.35444 0.23401 -2.62903
C: 1.79741 1.37940 -1.77044
C: 3.00174 2.01135 -1.67112
C: 2.83009 3.05846 -0.73126
C: 1.53530 2.98883 -0.32858
O: 0.89978 1.98144 -0.95441
C: -3.27415 -1.22031 -1.43531
C: -4.61168 -1.10337 -1.10898
C: -5.06398 -0.00326 -0.40257
Cl: -6.74790 0.11245 -0.01138
H: -3.88508 2.89736 0.95685
H: -5.46073 2.72168 0.16665
H: -5.14849 1.89139 1.68289
H: -2.16479 1.65556 -0.05029
H: -0.56344 0.63802 -1.18687
H: 2.87120 -1.91497 -2.45421
H: 1.77586 -2.86764 -1.43657
H: 3.63227 -2.14226 -0.03494
H: 3.49646 -0.47329 -0.62435
H: 1.17875 -2.91831 0.74421
H: 2.28441 -2.55004 2.08758
H: -0.50265 -1.37876 1.62399
H: -0.07282 -2.57999 2.84479
H: -0.17988 -0.23759 3.78971
H: 1.42349 -0.96211 3.95688
H: 1.65896 1.34223 3.08616
H: 0.54991 0.95968 1.75780
H: 2.90292 0.83865 1.00844
H: 3.25419 -0.37345 2.25950
H: 2.15647 0.03259 -3.34580
H: 0.46007 0.52755 -3.19139
H: 3.89978 1.76754 -2.20134
H: 3.57075 3.75920 -0.40581
H: 0.96645 3.57040 0.36887
H: -2.93044 -2.07697 -1.98822
H: -5.30753 -1.87072 -1.40927

Here are the natural (NBO) charges for atoms 1 to 6, given in e: -0.6484 0.0672 -0.2597 0.1617 -0.6220 0.3325

***

# 3
The following is a DFT calculation (the ωB97M-V functional and the def2-TZVPD basis) of a molecular structure, C20H26DyN2O2Si in a non-equilibrium geometry.

Summary:
energy above the lowest of the compared OMol25 structures with the same formula, charge and spin = 34.6 kJ/mol
spin multiplicity = 6
HOMO energy (spin up / spin down) = -9.48 / -10.60 eV
LUMO level (spin up / spin down) = -4.173 / -2.850 eV
HOMO-LUMO gap (spin up / spin down) = 5.3 / 7.7 eV
total charge = +1

CARTESIAN COORDINATES (ANGSTROEM)
C: -0.93642 -2.13398 -0.64851
C: 0.23536 -2.27009 0.18186
C: -0.18349 -2.76119 1.47522
H: 1.24669 -2.15933 -0.14748
C: -1.61943 -2.94680 1.43245
C: -2.08559 -2.55191 0.12311
H: -3.05720 -2.77232 -0.29315
H: -0.92310 -1.97098 -1.71096
H: 0.46811 -3.05013 2.27021
H: -2.22208 -3.42772 2.18899
Dy: -1.22959 -0.46960 1.26058
C: 1.71926 2.99840 1.41904
H: 1.24410 2.87847 2.42126
H: 1.56766 4.04686 1.06875
H: 2.78500 2.75628 1.25981
Si: 1.36776 1.74976 0.13992
C: 1.39960 1.58559 -1.69107
C: 1.51125 0.34688 -2.34713
H: 1.55796 -0.58137 -1.75976
C: 1.66078 0.34393 -3.74252
H: 1.83645 -0.59962 -4.27926
C: 1.62474 1.54997 -4.44537
H: 1.76410 1.53926 -5.51538
C: 1.42984 2.75097 -3.77737
H: 1.41885 3.69287 -4.35125
C: 1.28253 2.77729 -2.39014
H: 1.13989 3.69981 -1.80803
C: 2.26992 0.33753 1.02136
C: 3.41904 -0.15083 0.36797
H: 3.65329 0.18569 -0.63936
C: 4.28347 -1.04711 1.01846
H: 5.19126 -1.36640 0.51805
C: 3.99202 -1.51661 2.28913
H: 4.66773 -2.19274 2.79128
C: 2.81557 -1.10277 2.89079
H: 2.58117 -1.49699 3.89445
C: 1.95062 -0.20584 2.27360
H: 1.03882 0.12519 2.83798
H: -0.07451 1.13036 0.27875
H: 0.23350 2.72091 0.03213
C: -5.94304 -0.73991 1.67716
O: -5.46044 0.06079 0.53133
C: -4.15424 0.11709 0.45696
O: -3.39086 -0.31639 1.41422
N: -3.62303 0.63861 -0.65808
N: -2.18183 0.44328 -0.83622
H: -7.01651 -0.70383 1.58297
H: -5.59306 -0.27456 2.58153
H: -5.56857 -1.74343 1.56492
H: -4.26212 0.85192 -1.43127
H: -2.04351 -0.12950 -1.68482
H: -1.78769 1.35428 -1.10716

Here are the Löwdin charges for atoms 1 to 6, given in e: -0.2270 -0.2025 -0.2079 0.0896 -0.2084 -0.2280

***

# 4
The following is a DFT calculation (the ωB97M-V functional and the def2-TZVPD basis) of C20H26FN5O3 in the gas phase.

Summary:
energy above the lowest of the compared OMol25 structures with the same formula, charge and spin = 86.6 kJ/mol
spin multiplicity = 1
SMILES string = C[C@@H]1CN(C(=O)c2n[nH]cc2-c2ccncc2)CC[C@@H]1N(C)C(=O)COCCF
HOMO energy = -9.18 eV
LUMO level = 0.448 eV
HOMO-LUMO gap = 9.6 eV

CARTESIAN COORDINATES (ANGSTROEM)
C: 1.54785 -2.70427 1.31465
C: 1.11432 -1.43060 0.60335
C: 0.64856 -0.39643 1.62227
N: 0.33089 0.85649 0.94933
C: 1.17865 1.90760 1.05853
O: 2.15757 1.91170 1.78702
C: 0.89087 3.09700 0.18723
N: 0.26080 4.15593 0.65707
N: 0.22966 5.01212 -0.37429
C: 0.81422 4.52502 -1.48536
C: 1.26586 3.26335 -1.16931
C: 1.92578 2.27763 -2.03243
C: 1.56523 2.12589 -3.36881
C: 2.16829 1.13232 -4.12299
N: 3.08247 0.29134 -3.64405
C: 3.43490 0.45103 -2.36992
C: 2.90046 1.41740 -1.53187
C: -0.76820 0.75819 0.00354
C: -0.49235 -0.32661 -1.04148
C: 0.09097 -1.66210 -0.53853
N: -0.84724 -2.79022 -0.33188
C: -0.33170 -4.10729 -0.72290
C: -2.06952 -2.87939 0.26833
O: -2.57381 -3.97372 0.47300
C: -2.89504 -1.65763 0.64676
O: -2.44314 -1.14558 1.88195
C: -3.36307 -0.24257 2.45767
C: -2.74666 0.37258 3.68291
F: -2.61401 -0.57690 4.68515
H: 0.70530 -3.17584 1.82430
H: 1.98031 -3.43077 0.62685
H: 2.30315 -2.46809 2.06545
H: 1.99043 -0.99243 0.10969
H: -0.23548 -0.75076 2.15307
H: 1.43890 -0.19794 2.34183
H: -0.18124 5.91897 -0.24191
H: 0.88798 5.10136 -2.39236
H: 0.80072 2.75282 -3.81015
H: 1.89230 0.99649 -5.16304
H: 4.19021 -0.23149 -1.99502
H: 3.24075 1.50106 -0.50743
H: -1.67374 0.55770 0.57035
H: -0.90335 1.71378 -0.49842
H: -1.38213 -0.51100 -1.64623
H: 0.25957 0.08018 -1.72219
H: 0.68142 -2.01885 -1.38250
H: -1.06897 -4.62183 -1.33746
H: 0.58663 -3.97854 -1.28861
H: -0.13543 -4.73604 0.14498
H: -2.88438 -0.88227 -0.12722
H: -3.91582 -2.03511 0.74179
H: -3.60995 0.56470 1.75159
H: -4.29215 -0.76256 2.71856
H: -1.75355 0.76895 3.46038
H: -3.38408 1.17521 4.05877

Here are the natural (NBO) charges for atoms 1 to 6, given in e: -0.6133 -0.2240 -0.2447 -0.4249 0.6654 -0.6142

***

# 5
The following is a DFT calculation (the ωB97M-V functional and the def2-TZVPD basis) of a molecular structure, C20H26GeN2O3PdSe in a non-equilibrium geometry.

Summary:
spin multiplicity = 3
HOMO energy (spin up / spin down) = -7.48 / -7.53 eV
LUMO level (spin up / spin down) = 0.296 / -1.553 eV
HOMO-LUMO gap (spin up / spin down) = 7.8 / 6.0 eV

CARTESIAN COORDINATES (ANGSTROEM)
Pd: -0.95702 0.58806 0.41262
C: -4.32170 0.20918 2.52995
O: -4.03389 1.19213 3.51946
C: -3.06909 2.12665 3.35916
C: -2.83899 2.91459 4.46975
C: -1.88420 3.93213 4.46111
C: -1.14388 4.15653 3.32213
C: -1.35489 3.37328 2.18398
C: -0.50717 3.57316 1.02787
N: -0.44042 2.72463 0.07695
N: 0.20087 3.01102 -1.07257
C: 0.18772 1.96468 -1.88438
O: -0.38551 0.84311 -1.67965
C: 0.87372 2.14276 -3.20096
C: 0.48573 1.34441 -4.27213
C: 1.06553 1.52032 -5.52128
C: 2.04785 2.48597 -5.70082
C: 2.45500 3.26908 -4.62641
C: 1.86781 3.10270 -3.38024
C: -2.35147 2.36165 2.15557
O: -2.62915 1.70816 1.04494
H: -5.11218 -0.39898 2.96172
H: -3.45688 -0.41824 2.32836
H: -4.65765 0.65140 1.59892
H: -3.42841 2.71427 5.35716
H: -1.71700 4.52200 5.35497
H: -0.38222 4.92865 3.29823
H: 0.10629 4.47058 0.96869
H: -0.27821 0.59181 -4.11318
H: 0.74991 0.90292 -6.35441
H: 2.49044 2.63386 -6.67801
H: 3.23027 4.01411 -4.76131
H: 2.16812 3.71236 -2.53715
C: 2.23668 -5.58111 1.72709
Ge: 2.00414 -4.03496 0.57832
C: 3.58621 -2.90332 0.59311
C: 1.57878 -4.63437 -1.22327
C: 0.54511 -2.87597 1.23307
Se: 0.16796 -1.50311 -0.11207
C: -1.44367 -2.30347 -0.87130
H: 3.06534 -6.18170 1.34258
H: 1.33604 -6.19975 1.73288
H: 2.46943 -5.28678 2.75303
H: 4.42263 -3.37769 0.07503
H: 3.88832 -2.69404 1.62204
H: 3.36764 -1.95704 0.09325
H: 2.42294 -5.19684 -1.63017
H: 1.38475 -3.78389 -1.88043
H: 0.70353 -5.28952 -1.21642
H: 0.84866 -2.35386 2.13779
H: -0.38455 -3.40767 1.43672
H: -1.18295 -3.21890 -1.39657
H: -1.84669 -1.58088 -1.56561
H: -2.14965 -2.50404 -0.07808

Here are the natural (NBO) charges for atoms 1 to 6, given in e: 0.8241 -0.2340 -0.4978 0.2328 -0.2385 -0.2243